# 1
Computed, not measured: C20H24N2O in the gas phase, with ωB97M-V with the def2-TZVPD basis set.

```
47
Properties=species:S:1:pos:R:3:forces:R:3
O 0.463 -2.021 0.254 -0.1 -0.1 0.3
C 0.590 -1.602 -0.875 0.3 -0.1 -0.5
C 1.040 -2.487 -2.024 -0.1 -0.2 0.1
C -0.152 -3.257 -2.610 -0.1 0.3 0.0
C -1.227 -2.369 -3.243 -0.1 -0.1 0.1
C -0.769 -1.698 -4.542 0.0 0.0 0.1
C -0.935 -2.772 -5.626 0.1 0.0 -0.1
C -1.996 -3.752 -5.091 -0.1 -0.1 0.0
C -2.419 -3.203 -3.724 0.0 0.0 0.1
N 0.329 -0.318 -1.257 0.1 0.3 -0.4
C -0.121 0.759 -0.487 -0.1 0.2 0.3
C -0.327 1.979 -1.129 0.0 -0.1 0.0
C -0.761 3.074 -0.407 0.0 0.0 -0.1
C -0.992 2.969 0.953 0.0 0.0 0.1
C -0.797 1.756 1.600 -0.2 0.1 -0.2
C -0.995 1.634 3.090 0.2 0.0 -0.1
C 0.336 1.853 3.758 0.1 0.0 0.3
C 1.234 0.806 3.934 0.0 0.2 0.1
C 2.464 1.072 4.513 -0.1 -0.3 -0.1
N 2.840 2.275 4.911 0.5 0.1 0.2
C 1.988 3.271 4.742 -0.2 0.2 -0.1
C 0.734 3.117 4.174 0.0 -0.2 0.0
C -0.363 0.655 0.877 0.0 -0.1 0.1
H 1.542 -1.901 -2.795 0.0 0.0 0.0
H 1.751 -3.210 -1.621 0.0 0.1 0.0
H -0.608 -3.832 -1.802 0.0 -0.1 0.0
H 0.222 -3.961 -3.355 0.0 -0.1 0.0
H -1.553 -1.630 -2.505 0.0 0.0 0.0
H -1.422 -0.851 -4.755 0.0 0.1 0.0
H 0.256 -1.330 -4.500 0.1 0.1 0.0
H 0.010 -3.288 -5.796 0.0 0.0 -0.1
H -1.238 -2.327 -6.573 0.1 0.0 0.0
H -1.574 -4.751 -4.985 0.0 0.0 0.0
H -2.849 -3.828 -5.764 0.0 -0.1 0.0
H -3.288 -2.553 -3.836 -0.1 0.0 0.0
H -2.679 -3.996 -3.024 -0.1 0.0 0.1
H 0.459 -0.100 -2.236 0.0 -0.2 0.2
H -0.145 2.065 -2.191 0.0 0.0 -0.1
H -0.919 4.016 -0.910 0.0 0.1 0.0
H -1.328 3.831 1.510 0.0 0.1 0.1
H -1.712 2.380 3.435 0.0 -0.1 0.0
H -1.369 0.638 3.331 -0.1 0.1 0.0
H 0.981 -0.197 3.626 0.0 -0.1 0.0
H 3.188 0.282 4.667 0.0 -0.1 0.0
H 2.330 4.241 5.081 -0.1 0.1 0.0
H 0.077 3.967 4.061 -0.1 0.1 0.0
H -0.210 -0.291 1.367 0.0 0.0 0.0
```
Forces are in eV/Å.

Calculated values
E   -26158.2964 eV
Strongest force on any atom   0.011 hartree/bohr
HOMO energy   -8.59 eV
LUMO energy   0.67 eV
Relative energy (zero: lowest compared OMol25 entry of this formula, charge and spin)   1.70 kcal/mol
M   308.42 u
SMILES   O=C(CCC1CCCC1)Nc1cccc(Cc2ccncc2)c1
Kohn-Sham gap   9.254 eV

---

# 2
Computed, not measured: 8 unconnected molecules or ions with the total composition C28H47N8O7, with ωB97M-V with the def2-TZVPD basis set.

```
90
Properties=species:S:1:pos:R:3:forces:R:3
C -2.002 -0.891 -0.655 0.4 4.0 3.1
C -0.577 -1.293 -0.239 -1.4 0.3 2.8
C -0.727 -2.545 0.706 2.9 -4.1 -7.7
C 0.624 -3.247 0.879 -0.1 1.2 -1.4
C 1.044 -3.729 -0.524 -0.5 -0.8 1.0
C 1.181 -2.683 -1.642 2.2 2.7 3.3
N 0.265 -1.460 -1.394 -0.4 1.5 -6.3
O 0.145 -0.687 -2.433 0.4 -3.4 5.9
C 1.078 -3.154 -3.003 -0.9 2.5 -1.1
C 2.690 -2.030 -1.535 0.8 -0.4 -2.2
C 0.094 -0.170 0.678 2.6 2.0 -4.3
H -2.090 0.256 -0.960 0.1 -2.9 0.2
H -2.655 -1.087 0.257 1.0 1.0 -0.5
H -2.445 -1.617 -1.200 -1.0 -1.9 -3.1
H -1.471 -3.376 0.400 0.9 1.4 -0.7
H -1.058 -2.424 1.570 -3.0 2.9 7.5
H 0.652 -4.018 1.656 -0.2 0.0 -0.5
H 1.340 -2.485 1.168 0.3 0.1 0.4
H 0.457 -4.642 -0.728 0.0 0.6 -0.7
H 2.039 -4.052 -0.389 1.2 -0.8 -0.1
H 0.141 -3.482 -3.293 -1.9 -0.8 -0.6
H 1.769 -3.852 -3.063 2.7 -4.5 0.1
H 1.550 -2.584 -3.784 -0.5 1.5 -0.1
H 3.238 -1.653 -0.675 -1.3 0.4 0.9
H 2.792 -1.261 -2.359 -0.3 -0.7 1.0
H 3.437 -2.830 -1.796 -1.1 0.1 -0.2
H -0.156 -0.283 1.675 -1.5 0.1 1.8
H -0.261 0.863 0.063 1.5 -2.5 2.4
H 1.310 -0.300 0.805 -2.9 0.6 -1.1
N -3.730 3.877 -1.803 6.7 2.3 2.5
C -2.808 3.040 -1.110 2.8 3.7 0.2
C -1.555 3.878 -0.745 -5.4 0.2 -1.6
C -1.830 5.225 -1.247 -3.6 -1.9 -0.7
C -3.243 5.213 -1.910 3.3 -1.5 1.7
H -4.603 3.787 -2.139 -3.5 -1.6 -1.2
H -2.904 2.018 -0.762 -0.8 0.3 -0.4
H -0.872 3.639 0.090 -0.2 -0.1 -1.1
H -1.172 6.069 -1.003 -0.7 -0.2 -0.6
H -3.904 5.966 -2.449 1.4 -1.1 0.9
N -6.349 -0.273 3.087 -3.0 0.5 4.8
C -6.160 0.776 2.245 4.7 -9.9 -5.5
C -5.471 0.069 1.058 0.5 -1.7 3.2
C -5.152 -1.508 1.462 -5.7 9.0 6.6
C -5.848 -1.562 2.836 0.6 1.4 -3.3
H -7.068 -0.066 4.044 3.1 -1.2 -3.8
H -6.440 1.707 2.294 -1.7 4.7 0.8
H -4.968 0.533 0.157 -0.9 -0.4 1.3
H -4.837 -2.151 0.789 1.5 -3.4 -2.6
H -6.206 -2.330 3.602 1.0 0.9 -1.6
N 2.113 1.404 -5.609 1.9 -0.2 0.7
C 3.363 2.061 -5.421 1.1 -0.9 -1.9
C 4.409 1.027 -5.666 -5.5 0.3 0.5
C 3.768 -0.294 -5.886 -1.7 2.3 0.8
C 2.307 0.046 -5.821 1.3 -1.4 -0.2
H 1.209 1.844 -5.346 1.1 -0.7 -0.5
H 3.413 3.264 -5.501 0.0 -3.4 0.5
H 5.424 1.202 -5.692 1.9 0.5 0.0
H 4.383 -1.303 -5.998 -2.0 2.4 0.1
H 1.369 -0.604 -5.946 1.8 1.0 0.3
N -1.930 3.825 2.516 1.6 6.0 0.4
C -0.862 3.403 3.240 -1.6 -6.8 0.2
C -1.018 1.914 3.395 -4.7 4.6 -3.8
C -2.371 1.579 2.605 4.5 7.3 1.0
C -2.785 2.935 2.068 -2.0 -5.6 0.2
H -1.989 4.938 2.445 -0.4 -3.6 -0.4
H -0.108 3.987 3.671 0.6 1.1 0.2
H -0.347 1.249 3.821 1.0 -1.1 0.9
H -2.847 0.673 2.597 -1.2 -2.0 -0.4
H -3.692 3.116 1.348 2.1 0.0 1.9
C -0.475 -3.187 4.981 1.8 -1.4 -5.2
N 0.551 -2.068 4.845 -5.2 0.0 -2.6
O 0.246 -1.289 3.866 2.4 -1.1 2.5
O 1.322 -2.022 5.730 1.9 1.3 0.1
H -0.773 -3.202 5.932 -1.0 -0.2 3.8
H 0.144 -4.114 4.705 -1.2 1.1 0.6
H -1.353 -3.076 4.278 1.3 0.1 0.7
C 5.268 0.874 -2.238 -1.2 -1.6 -3.8
N 4.191 1.647 -1.791 -6.5 1.7 -0.1
O 3.177 1.025 -1.274 3.1 1.7 -1.1
O 4.167 2.859 -2.020 0.4 -2.0 0.8
H 4.997 -0.013 -2.957 0.2 2.3 0.9
H 5.469 0.437 -1.390 2.1 -2.9 4.5
H 5.993 1.561 -2.494 1.7 0.8 -1.2
C 3.579 0.106 3.180 -7.0 -3.3 -0.7
N 3.935 -1.100 2.520 -1.7 -3.3 3.2
O 3.531 -2.162 3.092 1.0 1.9 -1.8
O 4.588 -1.029 1.542 1.1 -0.3 -2.0
H 3.383 0.799 2.493 -1.1 2.6 -3.2
H 4.267 0.496 3.663 7.1 2.9 4.8
H 2.700 0.005 3.838 0.5 -0.4 -0.4
```
Forces are in eV/Å.

Calculated values
E   -56018.2755 eV
Strongest force on any atom   0.243 hartree/bohr
HOMO energy   -9.57 eV
Charge   +1
LUMO energy   -5.68 eV
Relative energy (zero: lowest compared OMol25 entry of this formula, charge and spin)   57.47 kcal/mol
M   607.73 u
Kohn-Sham gap   3.896 eV

---

# 3
Computed, not measured: 10 unconnected molecules or ions with the total composition C20H54IN20O10, with ωB97M-V with the def2-TZVPD basis set.

```
105
Properties=species:S:1:pos:R:3:forces:R:3
C 5.217 -2.193 -0.094 0.1 0.3 -0.3
C 5.702 -1.230 -1.194 0.1 0.0 0.9
C 5.219 0.222 -0.995 0.2 -0.4 -0.5
C 3.987 0.604 -1.797 -0.2 -0.2 -0.2
C 2.687 -0.138 -1.461 0.0 -0.4 -0.1
C 2.404 -0.317 0.033 0.3 0.6 -0.1
N 1.018 0.019 0.436 -0.2 0.1 0.6
C 0.705 0.697 1.612 -0.1 -0.1 -0.2
C -0.632 0.853 1.649 -0.1 0.3 0.1
N -1.148 0.282 0.500 1.2 0.2 0.5
C -0.119 -0.235 -0.194 -0.5 0.1 -0.8
C -0.350 -0.990 -1.454 0.2 -1.0 -0.1
C -1.087 -2.295 -1.114 -0.2 -0.1 0.1
O -2.170 -2.306 -0.629 0.0 0.1 0.1
I -0.070 -4.133 -1.496 0.1 0.3 -0.1
H 5.940 -2.981 0.096 0.0 -0.2 -0.1
H 5.112 -1.632 0.834 -0.1 -0.1 0.2
H 4.271 -2.666 -0.353 -0.2 -0.1 0.1
H 5.478 -1.616 -2.180 -0.1 0.1 -0.2
H 6.787 -1.205 -1.106 0.1 0.0 -0.2
H 5.109 0.415 0.073 0.0 0.1 0.1
H 6.014 0.877 -1.336 0.0 0.2 0.0
H 4.209 0.356 -2.831 0.0 0.0 -0.2
H 3.817 1.675 -1.777 0.1 0.2 0.4
H 2.703 -1.117 -1.944 0.0 -0.1 0.0
H 1.863 0.402 -1.922 -0.1 0.2 0.0
H 3.042 0.382 0.566 -0.1 0.1 0.2
H 2.671 -1.289 0.427 -0.2 -0.3 -0.1
H 1.427 1.013 2.345 0.2 -0.1 0.0
H -1.212 1.331 2.413 -0.3 -0.1 0.0
H -2.117 0.235 0.230 -0.1 -0.1 0.0
H -0.986 -0.448 -2.149 -0.1 0.2 0.0
H 0.556 -1.264 -1.973 0.3 0.3 0.1
C -5.890 -2.927 -2.332 0.0 0.0 0.2
O -6.385 -3.171 -3.410 0.1 0.0 0.0
N -6.527 -2.208 -1.357 -0.1 0.1 -0.2
N -4.621 -3.347 -1.993 0.1 -0.1 -0.1
H -6.118 -2.007 -0.466 0.0 -0.1 0.0
H -7.461 -1.868 -1.545 0.0 0.1 0.1
H -4.110 -3.870 -2.679 -0.1 0.0 -0.1
H -4.195 -3.155 -1.109 0.0 0.0 0.0
C 1.081 0.701 5.645 -0.3 -0.3 0.2
O 1.813 1.412 4.965 0.0 0.2 -0.3
N -0.170 1.089 6.017 0.2 0.1 0.0
N 1.468 -0.533 6.077 0.0 0.1 -0.1
H -0.793 0.516 6.554 0.0 -0.1 -0.1
H -0.482 1.989 5.712 0.0 0.0 0.0
H 2.389 -0.840 5.825 0.0 0.0 0.0
H 0.889 -1.132 6.633 0.0 0.0 0.0
C 4.415 3.740 0.792 0.2 0.0 0.1
O 4.807 3.347 -0.298 -0.2 0.0 0.0
N 4.921 4.815 1.435 0.0 0.2 0.0
N 3.416 3.102 1.491 -0.2 -0.1 0.0
H 4.609 5.081 2.359 0.1 0.0 -0.1
H 5.639 5.337 0.969 0.0 -0.1 0.0
H 2.995 2.304 1.061 0.0 0.0 -0.1
H 3.102 3.413 2.394 0.1 0.1 0.1
C 3.428 5.364 5.196 -0.1 -0.1 0.4
O 3.866 5.116 4.077 -0.1 -0.1 -0.1
N 3.750 6.506 5.859 0.0 0.1 -0.1
N 2.600 4.507 5.854 0.0 0.1 -0.2
H 3.412 6.729 6.775 0.0 0.0 0.0
H 4.365 7.150 5.397 0.0 0.0 0.0
H 2.374 3.642 5.400 0.0 -0.3 0.0
H 2.239 4.685 6.772 0.1 0.0 0.0
C 5.918 -1.150 -5.329 0.1 0.0 -0.1
O 5.727 -0.515 -4.302 -0.1 -0.1 -0.1
N 7.058 -1.868 -5.537 0.0 0.0 0.1
N 5.006 -1.189 -6.347 -0.1 0.0 0.1
H 7.239 -2.394 -6.371 0.0 0.0 0.0
H 7.749 -1.854 -4.810 0.0 0.0 0.0
H 4.162 -0.663 -6.227 0.0 0.0 0.0
H 5.146 -1.700 -7.197 0.0 0.0 0.0
C -2.871 -8.112 -1.276 0.0 0.1 0.0
O -3.441 -9.180 -1.205 0.0 0.0 0.0
N -1.504 -8.011 -1.360 0.0 0.0 0.0
N -3.541 -6.915 -1.281 0.0 0.0 0.0
H -1.021 -7.137 -1.419 0.0 0.0 0.0
H -0.980 -8.866 -1.363 0.0 0.0 0.0
H -4.542 -6.949 -1.228 0.0 0.0 0.0
H -3.085 -6.025 -1.339 0.0 0.0 0.0
C -8.233 1.150 -1.429 0.1 0.1 -0.1
O -8.798 0.070 -1.330 0.1 -0.2 0.1
N -6.887 1.271 -1.621 0.0 0.0 0.2
N -8.914 2.331 -1.365 -0.1 0.0 0.1
H -6.414 2.156 -1.712 0.0 0.0 -0.2
H -6.356 0.423 -1.688 -0.1 -0.1 -0.1
H -9.907 2.283 -1.231 0.0 0.0 0.0
H -8.474 3.227 -1.451 0.0 0.0 0.0
C -4.251 4.125 -3.169 0.0 0.1 -0.1
O -5.043 3.514 -2.464 0.1 -0.1 0.2
N -3.029 4.528 -2.710 0.0 -0.1 0.0
N -4.532 4.450 -4.459 0.0 -0.1 0.0
H -2.368 5.036 -3.267 0.0 0.0 0.0
H -2.803 4.317 -1.758 0.0 0.1 0.0
H -5.423 4.168 -4.822 0.0 0.0 0.0
H -3.902 4.954 -5.055 0.0 0.0 0.0
C -3.218 -1.284 3.390 -0.1 0.0 0.0
O -2.373 -0.678 4.031 0.1 0.1 0.0
N -4.438 -1.610 3.893 0.1 0.0 0.0
N -2.990 -1.662 2.090 -0.4 0.1 0.1
H -5.141 -2.105 3.377 0.0 0.0 0.0
H -4.633 -1.339 4.839 0.0 0.0 0.0
H -2.100 -1.453 1.696 0.2 -0.2 0.1
H -3.667 -2.136 1.522 0.0 -0.1 0.0
```
Forces are in eV/Å.

Calculated values
E   -79998.0517 eV
Strongest force on any atom   0.025 hartree/bohr
HOMO energy   -11.21 eV
Charge   +1
LUMO energy   -3.43 eV
Relative energy (zero: lowest compared OMol25 entry of this formula, charge and spin)   0.00 kcal/mol
M   861.69 u
Kohn-Sham gap   7.780 eV

---

# 4
Computed, not measured: 2 unconnected molecules or ions with the total composition CH5N2S, with ωB97M-V with the def2-TZVPD basis set.

```
9
Properties=species:S:1:pos:R:3:forces:R:3
S -0.634 1.880 2.399 -0.1 -0.2 0.0
H 0.173 2.946 2.448 0.1 0.1 -0.1
N 0.478 0.051 -0.132 0.7 0.5 -0.6
C -0.181 -0.737 -0.973 -0.6 -0.7 0.0
N 0.296 -1.778 -1.592 0.5 0.0 1.1
H 1.476 -0.076 -0.073 -0.1 -0.3 0.3
H 0.040 0.638 0.597 -0.1 0.4 -0.3
H -1.223 -0.430 -1.136 -0.2 -0.2 0.7
H -0.426 -2.495 -1.537 -0.2 0.3 -1.2
```
Forces are in eV/Å.

Calculated values
E   -14934.2587 eV
Strongest force on any atom   0.025 hartree/bohr
HOMO energy   -3.11 eV
Charge   -1
LUMO energy   4.27 eV
Relative energy (zero: lowest compared OMol25 entry of this formula, charge and spin)   14.43 kcal/mol
M   77.13 u
Kohn-Sham gap   7.390 eV